1.
Density functional theory data (ωB97M-V with the def2-TZVPD basis set) for a structure of composition C29H44AsBN8O6Si3Ti in a non-equilibrium geometry.

Each line ends with the Mulliken spin population.
Element x y z (Å)
Ti 0.25585 0.12706 0.29969  -0.06
C 2.06330 0.63410 -3.56982  0.00
C 2.03439 1.39051 -2.29265  0.00
N 1.07972 1.33084 -1.37903  0.00
C 1.51300 2.12905 -0.32128  0.01
C 2.75823 2.68744 -0.63544  0.02
N 3.04021 2.19162 -1.90376  0.00
C 3.52365 3.63420 0.15637  0.00
O 4.72614 4.02105 -0.34442  0.00
O 3.11763 4.08998 1.19322  0.00
C 0.84073 2.00083 0.92393  0.04
O 1.58119 1.84647 2.05326  0.02
O -0.41891 1.67528 0.97894  -0.01
H 2.48147 -0.35925 -3.39524  0.00
H 2.68359 1.14782 -4.30148  0.00
H 1.05676 0.52348 -3.96827  0.00
H 3.86688 2.38479 -2.44904  0.00
H 5.00888 3.52980 -1.12272  0.00
N -0.26793 1.05211 3.90995  0.01
C 0.25326 -0.17653 3.72368  -0.01
N 0.24315 -0.99883 4.73032  0.03
C 0.81556 -2.21629 4.54374  0.04
N 0.99455 -2.97019 5.63242  0.05
N 1.13013 -2.70132 3.36241  0.09
C 0.97384 -1.89879 2.30458  0.29
N 0.73871 -0.49162 2.44195  0.03
C 1.00788 -2.46339 1.01768  0.01
C 1.43855 -3.80295 0.83025  0.11
C 1.43662 -4.35597 -0.41217  0.04
C 0.96540 -3.58154 -1.50165  0.10
C 0.56697 -2.29674 -1.27599  -0.01
N 0.56805 -1.70711 -0.05895  0.16
H 0.08435 1.79481 3.31213  0.00
H -0.42617 1.29029 4.87882  0.00
H 0.79355 -2.58426 6.53624  0.00
H 1.44351 -3.86224 5.53919  0.00
H 1.77054 -4.33920 1.70428  0.01
H 1.78859 -5.36168 -0.57720  0.00
H 0.92542 -3.99707 -2.49506  0.01
H 0.20599 -1.66365 -2.08902  -0.01
O 2.57224 -0.01302 0.75033  0.01
B 2.09451 0.46138 2.11184  0.00
O 3.18638 0.29629 3.01400  0.00
C 4.29223 0.07720 2.24294  0.01
C 5.61571 0.07036 2.62502  0.00
C 6.57042 -0.16444 1.64059  0.00
C 6.21267 -0.39530 0.32389  0.00
C 4.87763 -0.38551 -0.06776  0.00
C 3.93547 -0.13470 0.90359  0.00
H 5.88879 0.25765 3.64933  0.00
H 7.61461 -0.15850 1.91042  0.00
H 6.97070 -0.58724 -0.42082  0.00
H 4.58967 -0.57305 -1.09272  0.00
C -1.70798 -1.22187 -4.10116  0.00
Si -2.89889 -1.23590 -2.58243  0.00
C -4.62250 -0.62441 -3.16630  0.00
C -3.02582 -3.00419 -1.84322  0.01
As -1.90233 0.19253 -0.84738  0.00
Si -3.31930 -0.25598 1.03206  0.00
C -2.47729 -1.76851 1.86722  0.01
C -3.34233 1.23917 2.21549  0.00
C -5.13798 -0.70347 0.58770  0.00
Si -2.37724 2.46227 -1.54404  0.00
C -1.63589 3.87051 -0.49093  0.00
C -4.28419 2.70678 -1.60596  0.00
C -1.61046 2.57877 -3.30644  0.00
H -2.23464 -1.01235 -5.02633  0.00
H -1.19504 -2.16868 -4.23815  0.00
H -0.95944 -0.44252 -3.96914  0.00
H -5.16978 -1.42180 -3.65858  0.00
H -4.53896 0.19160 -3.87758  0.00
H -5.22160 -0.27928 -2.33027  0.00
H -3.32269 -3.73790 -2.58607  0.00
H -3.75847 -3.04239 -1.04234  0.00
H -2.07383 -3.32624 -1.42708  -0.01
H -1.96756 -1.46599 2.77990  -0.01
H -1.73707 -2.22737 1.20556  -0.01
H -3.18837 -2.53958 2.14913  0.00
H -2.33370 1.62453 2.34037  0.00
H -3.72064 0.96171 3.19417  0.00
H -3.96682 2.04159 1.83322  0.00
H -5.20359 -1.54186 -0.09791  0.00
H -5.65341 0.13769 0.13352  0.00
H -5.69025 -0.96950 1.48334  0.00
H -1.96494 3.81176 0.54172  0.00
H -1.93412 4.84187 -0.87753  0.00
H -0.54888 3.83806 -0.49125  0.00
H -4.75534 2.28809 -0.71939  0.00
H -4.72494 2.22792 -2.47488  0.00
H -4.53882 3.76143 -1.64933  0.00
H -0.54760 2.34521 -3.26231  0.00
H -1.70567 3.57848 -3.72076  0.00
H -2.08589 1.88580 -3.99712  0.00

* E_HOMO (spin up / spin down): -8.93 / -9.98 eV
* orbital gap (spin up / spin down): 6.11 / 6.49 eV
* charge: +1
* relative energy (zero: lowest compared OMol25 entry of this formula, charge and spin): 0.0 kJ/mol
* spin multiplicity: 2
* electronic energy: -163259.6723 eV
* expectation value of S²: 0.7724



2.
Density functional theory data (ωB97M-V with the def2-TZVPD basis set) for the ion C5H15N2 with charge +1 in a non-equilibrium geometry.

Each line ends with the Mulliken charge.
Element x y z (Å)
N -0.26152 -2.29699 0.97837  -0.54
C 0.11195 -2.05491 -0.42034  -0.55
C 1.02864 -0.83332 -0.38923  -0.69
N 0.28090 0.36554 0.13988  -0.01
C -0.79469 0.81612 -0.80583  -0.21
C -1.50184 2.03068 -0.21331  -1.34
C 1.27304 1.37116 0.58274  -1.02
H -0.17393 -0.03483 0.96709  0.51
H -1.09477 -2.87346 1.03600  0.24
H 0.39626 -2.88333 1.48429  0.21
H 0.71456 -2.84129 -0.86674  0.38
H -0.80891 -1.91978 -0.97851  0.39
H 1.36719 -0.59124 -1.39646  0.35
H 1.87987 -1.07962 0.24134  0.38
H -1.51638 0.00599 -0.82638  0.25
H -0.35521 1.05104 -1.77082  0.33
H -0.80590 2.81386 0.07458  0.36
H -2.29309 2.38081 -0.86113  0.41
H -2.02520 1.73559 0.70797  0.37
H 1.92974 0.86300 1.29237  0.40
H 0.78067 2.11253 1.19715  0.44
H 1.86861 1.86243 -0.17304  0.36

* E_HOMO: -14.11 eV
* orbital gap: 11.54 eV
* charge: +1
* relative energy (zero: lowest compared OMol25 entry of this formula, charge and spin): 51.9 kJ/mol
* electronic energy: -8402.1381 eV



3.
Density functional theory data (ωB97M-V with the def2-TZVPD basis set) for a structure of composition CH2Br2N2O in a non-equilibrium geometry.

Each line ends with the Mulliken charge.
Element x y z (Å)
C -0.33709 -0.68310 -0.22743  0.73
N -1.35981 0.06730 0.02334  -0.30
N 1.31602 0.18945 0.68647  -0.42
O -0.01999 -1.66792 -0.77314  -0.38
Br 1.16716 2.00037 0.21081  -0.07
Br 2.74548 -0.69737 -0.04074  0.01
H -1.26230 0.94044 0.52483  0.20
H -2.24946 -0.14917 -0.40414  0.25

* E_HOMO: -8.53 eV
* orbital gap: 8.36 eV
* relative energy (zero: lowest compared OMol25 entry of this formula, charge and spin): 151.8 kJ/mol
* electronic energy: -146179.2064 eV



4.
Density functional theory data (ωB97M-V with the def2-TZVPD basis set) for a structure of composition C12H10BrCl3CoO2 in a non-equilibrium geometry.

Each line ends with the Mulliken spin population.
Element x y z (Å)
C -1.84908 0.02825 -0.67968  0.03
C -1.86466 -0.52429 0.62493  0.05
C -1.65153 0.55035 1.53318  0.10
H -2.04569 -1.57379 0.91998  0.00
C -1.49269 1.75513 0.81314  -0.01
C -1.68188 1.47373 -0.55683  0.08
H -1.86267 2.25491 -1.34105  0.00
H -2.10110 -0.55440 -1.58705  -0.01
H -1.60326 0.44005 2.61422  0.01
H -1.32869 2.75492 1.26174  0.00
Co -0.12641 0.47576 0.08365  2.51
Br 1.89372 1.90950 0.63906  0.06
C 1.63904 1.01606 -1.78643  -0.02
C 0.63608 1.78812 -2.45177  0.06
C -0.34057 0.91385 -2.93092  -0.01
H 0.74033 2.85423 -2.68737  0.00
C 0.01745 -0.42166 -2.57865  0.05
C 1.23017 -0.37887 -1.83891  0.06
H 1.89158 -1.21381 -1.61262  0.00
H 2.62444 1.37246 -1.48431  0.00
H -1.18552 1.19066 -3.56900  0.00
H -0.46647 -1.33190 -2.94522  0.00
Cl 2.39343 -3.57247 3.70273  0.00
C 1.46414 -2.10644 3.37946  0.00
Cl 0.00725 -2.09612 4.41667  0.00
Cl 2.52671 -0.69463 3.68691  0.00
C 0.94812 -2.08609 1.79199  0.01
O 0.55743 -3.21418 1.49472  0.01
O 1.03034 -1.00934 1.08742  0.01

* E_HOMO (spin up / spin down): 0.47 / 0.53 eV
* orbital gap (spin up / spin down): 4.33 / 4.27 eV
* charge: -2
* spin multiplicity: 4
* electronic energy: -161935.9559 eV
* expectation value of S²: 3.7677



- electronic energy of number 2 (C5H15N2)?
  -8402.1381 eV



- Look up the electronic energy of the third one.
  -146179.2064 eV



- Which of these has the highest electronic energy?
  C5H15N2